The following is a quantum chemistry calculation of a 19-piece molecular cluster, C57H76O57 overall, from the OMol25 dataset.

**Lowest unoccupied orbital energy**: 0.3 eV
**Largest force on an atom**: 4.229 eV/A
**HOMO level**: -9.96 eV
**Calculated total energy**: -177049.5788 eV
**Frontier orbital gap**: 10.3010 eV
**Molecular weight**: 1673.2 u

Geometry as ORCA input:
```
! RIJCOSX wB97M-V def2-TZVPD def2/J DEFGRID3
* xyz 0 1
O -0.65 3.10 2.72
C -0.94 -7.99 -3.66
O -0.73 1.42 -7.28
C 5.47 7.47 -2.09
C 2.99 -0.63 4.46
O -4.49 -1.29 2.23
O -2.35 2.78 -6.64
C 1.22 -1.41 -4.29
O 1.00 -3.72 -4.21
C -3.77 -2.29 2.94
O -1.97 -0.93 -3.09
H 2.13 -5.13 5.71
O -1.95 -3.06 -3.75
H -3.68 -4.32 -3.59
H -0.20 4.26 -0.11
C 5.19 3.79 4.74
H -0.82 1.68 8.19
H 3.68 4.69 3.23
H 5.83 4.58 4.43
H 3.43 -1.49 4.89
O 1.56 1.41 6.83
O 0.88 5.41 -1.46
H -1.73 -0.36 -7.15
O -0.45 -5.43 4.31
H -2.05 -1.32 4.18
H 2.92 -2.83 -3.85
O -2.46 -0.41 2.28
H 6.03 8.37 -2.30
O 0.98 -3.79 4.73
H -8.29 -2.67 -2.81
H 2.21 5.10 1.32
C 0.15 -4.29 3.89
H -0.21 5.66 -5.61
C 6.34 6.28 -2.15
C -0.38 1.37 -1.22
O 5.41 6.38 1.12
C -6.21 -1.94 -1.06
C -1.07 0.71 8.42
C -1.77 -4.24 0.35
O 0.71 -1.97 -5.55
C -1.17 1.03 0.04
H 5.57 2.61 -1.75
H -3.76 -3.00 -6.30
O -1.52 -0.04 7.27
C -2.45 -1.81 -3.73
H -2.05 3.07 5.77
C -4.09 0.77 -2.32
H 1.93 3.44 0.55
H -9.02 -0.75 -1.83
C -4.90 1.92 -1.67
C 2.23 5.43 -1.69
C -6.17 0.78 -3.20
C 1.83 -2.63 -3.67
H -0.61 2.23 -1.81
H 3.54 -0.35 3.51
C 0.01 4.00 3.48
H -1.21 7.44 -4.40
O -7.13 -0.90 -0.93
O -0.97 -2.07 6.32
O -5.03 -1.75 -1.06
C 1.49 -0.66 4.05
H 0.13 -0.23 10.05
H 3.38 -3.50 -0.78
O -1.88 5.93 -3.07
C -1.20 2.85 5.08
H 1.72 -7.72 -2.69
O -4.99 0.23 -3.27
O 3.34 -2.81 2.34
H 5.15 3.84 5.81
H -0.75 -5.61 6.35
C 2.01 4.54 0.43
H -3.32 1.45 -5.37
H 1.00 -4.12 6.77
O -3.34 -1.62 -4.70
H -3.61 1.34 -7.10
H 4.77 1.62 0.88
C 3.24 -4.20 2.22
H 0.36 -0.96 -3.75
H 4.95 -3.36 0.05
H -4.54 2.90 -1.89
C -0.45 -5.02 0.12
H 0.49 -6.71 5.66
H -0.27 7.05 -2.94
O 5.31 0.79 3.11
O -2.54 3.82 -2.75
H 1.71 -8.17 -5.10
O -0.36 -3.86 -6.07
O 4.06 2.65 3.08
H -3.85 -3.27 2.33
O 0.93 1.52 -0.59
O -0.33 -8.14 -4.83
H 1.35 -0.05 3.17
C 1.11 -7.01 -3.30
O -6.84 -3.10 -1.36
H -3.17 1.08 -2.76
H -4.29 -2.42 3.95
O -0.22 -7.15 -2.82
H -1.07 0.33 -5.68
H 7.16 6.53 -2.83
C 1.02 0.92 0.61
H 1.11 -1.70 4.01
H 4.55 7.45 -2.75
C -2.36 -1.58 3.13
O -6.14 1.90 -2.44
C 5.02 1.86 3.52
O 3.00 -4.97 3.10
C -1.45 2.32 3.59
C -0.83 6.63 -3.79
C 3.84 -3.46 0.20
C -0.16 5.51 -4.56
C 3.97 0.42 -1.61
O 3.73 1.73 -1.71
C 5.21 1.37 -0.05
O -1.99 -8.46 -3.38
H 1.16 0.34 8.64
H 3.72 -1.38 0.97
O 0.43 -4.01 -0.48
C -0.81 -1.21 7.18
O 5.74 2.51 4.47
C -1.12 2.75 -7.17
C -3.75 -0.25 1.88
O -0.45 3.70 -7.41
O 3.01 0.43 5.43
H -3.93 0.05 -1.50
O 0.89 -0.08 5.23
H 4.31 3.29 -0.68
H 0.88 5.40 -4.30
H -8.81 -3.63 -1.47
O -0.81 4.32 -4.12
H 1.38 -5.95 -3.18
O 3.49 -0.45 -2.28
H -2.63 -4.65 -0.26
C -3.85 -2.93 -5.15
H -0.59 -5.78 -0.62
C 5.69 6.62 -0.04
H 1.81 -2.65 -2.62
C 0.65 5.00 -0.11
C 1.01 -7.45 -4.78
O -0.11 -3.82 2.77
O 4.98 7.47 -0.76
C -1.79 4.62 -3.25
C 3.24 -2.37 1.00
C 0.04 -5.73 5.62
H 0.01 -5.39 1.03
H -1.44 -2.09 2.78
C -3.03 -3.91 -4.37
H 0.27 5.89 0.39
O -4.19 0.70 1.26
O -0.16 0.61 1.07
H -5.08 1.86 -0.59
C 0.16 -0.06 8.93
H -1.90 0.24 -0.10
H 5.78 5.46 -2.50
H 2.00 -0.74 -4.66
C -1.59 0.58 -6.55
H 3.04 3.62 4.56
H -0.61 2.07 5.55
H -2.09 -4.23 1.37
O 0.06 -1.32 8.17
H -1.12 1.34 3.45
H -1.67 1.83 0.50
H -4.91 -2.95 -5.01
H 2.19 -2.14 0.70
C -8.53 -1.44 -1.12
C 3.87 3.81 3.91
C 1.15 -4.70 5.82
H -1.95 0.67 9.05
O 2.10 0.82 1.22
O 6.71 6.09 -0.79
C 0.39 -3.26 -5.35
O -1.47 -2.90 -0.01
C 4.77 2.39 -1.00
O 2.93 5.04 -0.58
H 6.33 1.42 0.06
O -0.30 3.91 4.76
C -0.22 -2.82 -0.53
C -8.17 -2.77 -1.71
O 0.81 4.74 2.98
O 3.56 -4.59 0.99
C 1.81 0.72 5.86
C -2.79 1.49 -6.37
H -0.41 0.51 -1.90
O -7.12 0.43 -3.77
O 2.75 5.82 -2.69
O 0.27 -1.84 -1.00
H -2.58 -4.57 -5.12
H -9.04 -1.38 -0.12
H 1.08 -6.64 -5.53
H -2.47 2.30 3.23
O 4.85 0.20 -0.65
*
```

---

The following is a quantum chemistry calculation of a 13-piece molecular cluster, C57H77N9O12 overall, from the OMol25 dataset.

**Lowest unoccupied orbital energy**: 0.5 eV
**Largest force on an atom**: 3.653 eV/A
**HOMO level**: -8.02 eV
**Calculated total energy**: -98335.4475 eV
**Frontier orbital gap**: 8.4852 eV
**Molecular weight**: 1080.3 u

Geometry as ORCA input:
```
! RIJCOSX wB97M-V def2-TZVPD def2/J DEFGRID3
* xyz 0 1
H -26.62 2.59 -1.00
C -31.69 1.21 2.20
C -27.61 5.15 0.51
C -24.59 -1.37 6.29
C -26.46 3.62 -0.96
H -30.00 3.22 9.08
H -21.04 -0.70 9.64
H -25.36 4.75 8.57
C -32.12 2.12 4.37
N -22.42 1.67 3.73
H -24.94 5.05 -0.76
H -25.94 1.46 -3.84
H -24.26 -2.44 1.71
H -32.27 4.32 4.34
C -25.02 -3.94 3.13
N -28.28 -0.05 3.29
H -25.82 -0.75 3.11
O -32.10 -1.41 -0.49
C -30.30 0.91 10.78
H -33.65 -0.32 -1.20
C -32.04 -3.10 4.81
C -24.62 0.55 -2.29
C -28.86 2.06 4.26
H -28.53 0.26 5.34
C -22.33 1.03 9.47
C -21.39 -0.02 8.85
H -25.35 2.62 5.01
H -27.24 7.72 1.10
H -30.52 -0.03 7.62
C -24.80 -2.64 2.61
H -32.36 2.08 5.39
H -27.54 -3.72 1.50
H -28.28 -4.97 7.02
H -28.74 2.35 0.98
N -31.49 2.40 1.70
N -26.46 -2.54 4.12
H -24.04 -1.11 5.43
C -27.50 7.41 0.06
H -33.69 -0.39 0.57
H -26.57 -4.54 4.64
C -24.66 2.36 4.22
H -25.05 -3.66 8.78
H -30.35 5.12 5.33
C -30.01 4.05 -1.56
H -28.06 -2.77 0.13
H -26.94 4.21 -1.74
C -28.60 -4.14 7.63
O -23.08 1.59 8.37
C -29.65 2.64 -3.29
H -29.32 -2.09 2.14
C -29.02 0.89 10.31
C -23.41 1.98 4.60
O -24.60 2.95 7.77
C -28.90 5.99 6.67
H -29.15 2.64 5.09
H -34.03 -2.77 5.52
H -23.61 0.78 -2.56
H -28.44 4.73 9.79
C -29.64 -2.87 1.46
C -22.76 1.66 2.47
H -33.70 -2.11 3.85
H -20.49 0.47 8.39
H -27.78 0.69 -2.79
H -28.60 7.61 -0.05
C -32.09 3.40 3.75
C -28.85 2.64 3.04
C -29.80 4.06 8.37
C -26.03 -3.85 4.05
O -23.38 3.42 9.66
H -27.54 6.60 8.18
C -30.34 -3.33 6.31
H -30.56 0.91 -2.22
H -26.98 8.14 -0.56
C -23.68 2.75 8.67
H -30.55 1.12 11.81
C -25.02 3.99 -0.95
C -31.96 1.03 3.53
C -25.74 0.99 -2.92
C -28.69 1.86 1.93
H -24.48 4.84 7.03
C -30.30 0.19 8.67
H -28.14 0.19 8.58
H -21.97 1.86 10.10
C -26.17 -1.84 8.44
C -25.18 -0.14 -1.12
H -31.00 2.66 -0.37
H -23.04 0.46 10.09
N -30.36 4.09 7.15
H -27.20 -0.73 -0.61
N -26.88 0.54 -2.35
N -26.39 -0.72 7.75
C -28.37 -3.44 0.88
H -28.87 4.75 -3.37
H -32.06 -4.03 4.22
C -33.44 -0.96 -0.34
C -25.05 2.27 2.86
H -24.64 3.65 -1.93
H -24.23 1.83 1.00
O -32.17 -2.09 1.72
H -31.79 4.50 1.98
H -31.48 0.34 1.52
N -29.03 0.47 9.04
H -25.95 2.58 2.44
N -30.52 2.83 -1.26
H -21.90 1.31 1.84
C -25.18 -2.83 8.12
H -25.72 0.37 6.05
O -27.18 6.12 -0.27
O -31.60 -3.38 6.13
C -25.19 4.29 7.58
H -28.49 -4.45 8.67
O -27.07 3.94 0.31
H -26.08 4.14 7.02
H -23.67 -3.18 6.60
C -33.30 -2.29 4.87
O -30.00 -3.95 7.46
C -28.82 4.93 8.78
H -22.00 -0.58 8.16
H -27.94 -3.32 7.37
H -28.66 6.81 5.94
H -32.17 0.48 9.64
H -27.37 -2.14 4.44
H -32.06 -0.04 3.81
H -33.14 -1.25 5.32
C -26.53 -0.20 -1.25
C -31.09 0.44 9.73
H -28.06 1.31 10.60
C -28.58 0.71 4.36
C -31.64 -2.02 0.63
H -28.26 -0.16 1.22
O -29.54 -2.88 5.53
C -25.71 -1.83 3.19
C -28.44 0.52 2.11
C -24.05 1.91 2.05
C -31.72 3.49 2.43
C -24.44 -2.54 7.00
O -28.40 5.28 1.42
H -24.50 3.47 -0.11
H -28.51 -4.32 0.38
H -28.80 3.76 2.85
C -29.47 3.94 -2.84
H -30.17 -3.57 2.10
C -25.52 -0.45 6.74
H -31.31 -2.52 4.28
H -24.64 -0.63 -0.35
H -30.30 4.88 -0.93
H -23.16 2.09 5.68
C -29.88 4.98 6.33
H -34.11 -1.85 -0.34
H -26.79 -2.08 9.36
H -24.43 -4.83 2.93
C -28.33 5.91 7.91
O -30.43 -2.41 0.36
H -29.29 2.30 -4.24
C -30.38 1.97 -2.31
*
```

---

The following is a quantum chemistry calculation of C57H78CrN4O2PSe as an isolated structure, from the OMol25 dataset.

**Lowest unoccupied orbital energy (alpha / beta)**: -5.2 / -5.2 eV
**<S²>**: 3.8028
**Largest force on an atom**: 1.871 eV/A
**HOMO level (alpha / beta)**: -11.08 / -11.06 eV
**Calculated total energy**: -173476.3213 eV
**Frontier orbital gap (alpha / beta)**: 5.8765 / 5.8508 eV
**Molecular weight**: 1013.2 u

Geometry as ORCA input:
```
! RIJCOSX wB97M-V def2-TZVPD def2/J DEFGRID3
* xyz 2 4
C 2.45 3.49 5.45
H 3.00 2.62 5.79
H -4.14 -1.47 -5.54
H 7.06 0.98 0.14
H -0.60 7.65 -0.48
H 3.11 -1.18 -0.77
C -2.61 0.96 -3.76
C 2.96 -4.75 -4.43
C 1.75 2.32 1.87
H 0.30 -3.01 4.39
H 2.94 4.37 5.87
H -4.42 0.28 -5.63
C -0.49 6.57 -0.50
H -5.87 1.71 1.65
H -1.48 -7.42 -1.64
C -2.99 3.68 -0.25
H -3.70 -6.52 -1.09
H -1.95 -1.88 4.28
C 1.70 -3.94 0.82
C -0.57 -4.29 -0.76
C 1.65 -4.30 -4.43
H 3.37 -5.50 3.94
N 6.89 0.34 -0.65
H 0.52 -6.01 -1.43
C -0.55 -1.44 -5.11
C -1.87 5.92 -0.36
H -3.81 -0.20 0.76
C -0.06 -1.00 -2.75
H 0.32 4.14 -0.65
C 1.13 1.25 1.25
C 0.59 0.26 3.37
H 3.68 -4.37 -1.15
H -1.63 -1.07 2.74
H -2.78 7.51 -1.51
H 2.09 5.73 4.04
C 1.80 2.39 3.25
C 0.53 0.19 1.96
C 0.72 -2.17 3.85
N -1.91 -2.44 0.02
H -2.82 -2.40 -3.87
H -0.07 -4.97 1.49
H 3.60 -2.98 0.51
C 0.07 -0.65 5.70
H 0.05 -3.52 -3.24
H 0.63 4.77 3.81
C 3.11 -4.31 -2.07
H -0.40 -1.49 6.21
H -5.57 3.27 -1.04
N 3.21 -0.40 -0.12
N -3.28 -0.34 -3.97
C -4.47 1.70 -0.01
H 4.37 4.57 3.96
H -2.49 7.45 1.04
O -0.03 -0.78 1.31
H 1.10 -0.61 6.03
H 1.08 -4.30 -5.34
H 3.41 -5.09 -5.35
C 3.68 -4.77 -3.25
H -2.35 6.09 -2.47
H -4.19 1.91 2.13
H 1.73 5.04 2.46
C 1.67 4.86 3.53
C -2.47 6.36 0.98
H -4.13 -0.34 -3.40
C 2.45 3.60 3.92
C 1.26 -0.79 -3.19
C -1.81 4.40 -0.40
H 4.28 0.91 -1.27
C -2.75 6.42 -1.52
H -6.43 1.74 -0.94
C 1.58 -5.32 2.80
C 1.80 -3.84 -2.06
C -5.45 2.20 -1.09
H -2.07 -0.12 4.16
C -2.42 -1.47 -3.46
H -3.49 6.01 1.10
H -4.23 -0.25 -0.96
H 1.00 -5.96 3.45
H -2.83 -0.37 -6.03
H 1.06 -1.29 -6.52
H 0.16 6.28 0.33
H -3.29 1.78 -3.98
C 0.75 -1.20 -5.49
H 4.47 1.11 0.48
H 2.69 -0.65 -4.78
C 1.21 1.35 3.96
H -5.07 3.25 1.40
O -1.87 0.26 -0.72
C 0.97 -4.76 1.68
H -3.77 6.05 -1.43
C -1.57 -6.40 -1.30
C -1.91 1.55 -0.51
C -0.64 3.67 -0.56
C 3.91 3.73 3.46
H -0.02 6.29 -1.44
C -3.70 -0.49 -5.37
C 1.08 -3.85 -3.25
H 2.02 -0.56 -2.45
C -0.71 2.29 -0.60
H 4.69 -5.16 -3.24
C 4.40 0.37 -0.33
H 1.77 -2.08 4.12
C 3.02 -3.65 1.14
C 5.68 -0.50 -0.38
Se 0.91 1.23 -0.66
H 1.44 3.45 5.85
C -2.96 -4.59 -0.56
H -1.55 -2.35 0.98
H 1.23 1.38 5.04
H 5.59 -1.23 -1.19
H 3.10 -0.74 0.83
P 0.88 -3.16 -0.63
H -0.45 0.25 6.01
H -1.74 1.03 -4.40
C -0.96 -1.30 -3.79
C -4.50 0.17 0.01
H -2.51 -1.48 -2.37
Cr -0.32 -0.94 -0.69
H 4.66 -3.99 2.48
H -3.90 4.23 -0.10
H 5.82 -1.03 0.56
H 2.16 3.10 1.24
H 6.75 0.90 -1.50
H 7.74 -0.24 -0.78
C -2.82 -5.89 -1.00
H -5.50 -0.17 0.26
H 4.47 2.83 3.72
C 3.62 -4.21 2.25
H -2.87 -2.10 0.03
C 1.67 -0.85 -4.51
C -0.45 -5.61 -1.18
H -1.88 5.98 1.81
C 2.90 -5.06 3.08
C -1.52 -1.00 3.82
H 0.65 -2.37 2.78
C -4.93 2.18 1.38
C -0.03 -0.87 4.19
H -2.29 1.03 -2.72
H -3.93 -4.20 -0.30
C -1.83 -3.78 -0.43
C -3.09 2.30 -0.28
H -5.09 1.94 -2.08
H -1.25 -1.78 -5.87
H 3.97 3.89 2.39
*
```